Entry 1:
132
Properties=species:S:1:pos:R:3:mulliken_spin:R:1 method="wB97M-V/def2-TZVPD" molar_mass_g_mol=928.87 total_charge=-1 homo_ha="-0.1104 / -0.1111" spin_multiplicity=2 energy_ha=-6533.7403 orbital_gap_ev="4.85 / 4.86" de_lowest_ev=1.1088 max_force_ev_per_a=0.7
C 0.390 -0.693 -2.668 -0.001
C 3.160 2.877 -2.637 0.000
C -4.172 0.174 -0.774 0.010
H -4.823 2.767 -1.824 0.000
H -0.388 4.730 3.292 0.000
H -1.412 -3.489 -3.226 0.000
Si 1.328 -4.684 1.548 0.006
C 4.258 2.543 2.788 -0.002
H 3.364 1.170 4.200 0.000
H 0.915 5.907 3.432 0.000
H 4.398 -3.477 -3.533 0.000
H 5.745 1.768 1.394 0.000
H 2.639 3.815 -2.818 0.000
H 6.058 1.401 3.091 0.000
H -0.062 -7.346 -2.764 0.000
C 2.338 1.880 -1.808 -0.013
H -0.027 -4.809 3.677 0.000
H -2.471 5.941 -3.161 0.000
C -4.238 2.052 -2.397 -0.001
H 4.105 -5.882 -0.203 0.000
H -3.239 4.064 -1.842 0.000
H 3.807 1.377 0.332 -0.001
C 2.108 2.436 -0.409 0.013
Ti -0.062 0.055 0.351 0.915
H 4.105 3.096 -2.132 0.000
C 1.303 6.585 0.923 0.000
C 1.370 -6.582 1.459 -0.001
P -2.071 1.933 -0.314 0.140
H -1.261 -5.069 -4.008 0.000
C 0.457 4.888 -1.871 0.000
H 0.437 -6.984 1.054 0.000
C 0.444 5.393 1.367 0.003
C 2.933 -4.210 2.434 0.000
C -3.302 1.165 -1.563 0.018
N -1.508 -1.128 1.194 0.061
H -4.972 0.663 -0.220 0.000
C 3.373 -3.355 -3.166 0.001
H 1.366 1.751 -2.288 -0.002
H 1.225 0.753 4.077 0.000
C 1.204 4.096 1.113 -0.016
H 2.947 2.875 4.511 0.000
H 3.064 0.118 -2.816 0.000
H -1.058 -4.465 2.276 0.000
H 1.011 -7.252 -1.355 0.000
H -2.180 4.570 1.268 0.000
C 1.094 3.356 -0.094 0.040
H 3.798 -4.623 1.907 0.000
C -1.327 3.446 -1.116 -0.088
H 0.762 7.521 1.078 0.000
C -2.248 3.639 1.828 0.020
C -1.772 -5.524 -0.846 -0.001
H 2.718 -3.991 -3.768 0.000
H 5.034 -3.261 0.341 0.000
C -3.481 1.499 2.086 0.006
H -3.593 -0.440 -0.085 -0.001
C -3.130 2.629 1.104 -0.016
H 0.119 -3.955 -3.975 0.000
C 5.272 1.496 2.339 0.000
H -4.300 0.874 1.739 0.002
H 1.512 -7.010 2.458 0.000
H -3.790 1.943 3.037 0.000
Ge 1.048 -3.440 -0.471 -0.014
H -1.571 -6.065 0.082 0.000
H -4.946 1.377 -2.887 0.000
C 3.739 2.195 4.187 0.000
H 3.076 -2.317 -3.343 0.000
C -2.416 -1.695 1.679 0.048
H 1.501 5.166 -1.832 0.001
Si -0.162 -5.060 -1.734 0.003
C -1.754 5.347 -2.608 -0.001
H -0.442 -1.311 -3.007 -0.001
C 1.861 -0.360 2.509 -0.007
H 3.393 2.436 -3.608 0.000
C 0.037 3.820 -1.071 0.012
H -4.859 3.758 1.657 0.000
H 4.802 0.516 2.231 0.000
H -2.330 -4.622 -0.576 0.000
H -2.062 -0.528 -2.085 0.006
C 3.091 0.547 -1.815 0.001
C -0.405 5.637 -2.648 0.000
H 1.580 6.524 -0.127 0.000
H -2.679 3.866 2.808 0.000
C 3.070 2.131 0.563 -0.023
O 1.590 -0.485 1.249 -0.053
H -2.651 0.820 2.270 0.003
O 0.103 -0.109 -1.428 -0.129
H -5.166 2.698 0.292 0.000
H 2.185 -6.932 0.820 0.000
H -3.702 2.577 -3.186 0.001
H 5.037 -5.535 -1.665 0.000
H -4.253 4.203 0.069 0.000
C -0.732 -4.328 -3.398 0.000
H 0.409 2.086 2.382 0.003
C 4.488 -2.688 -0.412 0.001
H 2.942 -4.609 3.454 0.000
N 0.024 1.143 2.451 0.001
S -3.691 -2.409 2.355 0.024
C 0.649 -6.706 -2.229 0.001
H 5.220 -2.252 -1.102 0.000
C 3.136 2.772 1.787 0.013
C 0.051 5.614 2.832 0.000
H -4.641 -0.502 -1.494 0.001
C 2.199 3.771 2.025 0.001
H -0.025 6.457 -3.245 0.000
H 3.434 -6.285 -1.784 0.000
H -1.707 0.910 -3.048 -0.001
H 3.061 -3.128 2.498 0.000
H 4.550 2.262 4.914 0.000
H 4.146 0.695 -1.569 0.000
H 1.252 -1.351 -2.582 -0.001
Si 3.245 -3.813 -1.320 -0.002
C -4.425 3.357 0.735 -0.001
H -0.459 5.398 0.761 0.000
H 1.503 -6.529 -2.889 0.000
H -0.058 -3.190 2.955 0.000
H 2.681 -0.184 -1.119 -0.003
H 2.290 4.363 2.929 0.000
C -2.502 0.336 -2.567 0.008
H 0.577 0.085 -3.419 0.002
C 4.026 -5.546 -1.240 0.001
N 0.860 0.321 3.239 0.012
O 2.854 -0.743 3.094 0.002
H -0.675 6.427 2.902 0.000
C -2.185 4.269 -1.856 -0.001
H 2.224 6.623 1.510 0.000
C -0.086 -4.261 2.731 0.002
H -3.187 -0.018 -3.343 0.000
H -2.416 -6.151 -1.472 0.000
H 4.776 3.507 2.861 0.000
H -0.896 1.176 2.876 -0.003
H -1.233 3.272 1.978 -0.001
H 3.979 -1.875 0.111 0.001


Entry 2:
133
Properties=species:S:1:pos:R:3:lowdin_charge:R:1 method="wB97M-V/def2-TZVPD" molar_mass_g_mol=1058.10 total_charge=-2 homo_ha=-0.0725 spin_multiplicity=1 energy_ha=-4404.0211 orbital_gap_ev=5.98 de_lowest_ev=0.4879 max_force_ev_per_a=2.4
C 4.818 3.182 2.704 -0.065
O 0.434 -0.940 0.448 -0.381
C -4.053 5.026 -0.620 -0.119
C 0.516 -4.055 -2.710 -0.140
O -2.727 -2.037 1.962 -0.167
H -5.406 -1.972 1.159 0.068
H 0.186 2.028 2.953 0.082
H 3.362 -0.776 -5.900 0.018
C 4.540 -0.300 1.840 -0.024
H -2.470 4.197 -3.916 0.107
C 0.014 1.846 -4.246 -0.325
H -6.531 1.969 0.843 0.079
C -0.067 1.791 -5.667 -0.074
H 4.182 -2.823 2.099 0.085
H 3.381 -3.477 -2.555 0.093
H -5.147 -3.731 3.530 0.079
C -1.802 3.511 -4.421 -0.047
C 0.390 1.017 3.315 -0.023
H 7.828 2.069 1.664 0.109
C -5.878 1.090 0.905 -0.055
C 3.144 -2.908 1.809 -0.075
C 3.197 2.165 -5.119 -0.173
S -2.842 -0.121 -0.547 0.286
H 2.451 2.691 -5.725 0.016
N 3.675 1.506 0.241 -0.085
H 4.052 2.990 4.695 0.101
C 2.541 -4.152 1.922 -0.136
H 6.608 4.005 0.131 0.069
H 4.008 1.833 -5.782 0.019
H -3.591 2.232 -2.508 0.116
O -1.557 0.322 2.206 -0.166
C 1.200 -4.282 1.532 -0.111
H 6.082 2.349 -0.200 0.072
Si 2.435 0.742 -4.166 0.330
H 3.150 -2.211 -1.326 0.069
C -1.645 -4.902 -3.332 -0.071
H -5.456 -3.743 0.956 0.080
C -3.727 -3.047 2.040 -0.657
H -2.143 -4.435 2.481 0.082
C -0.597 -1.200 3.879 -0.016
C -0.933 2.566 -6.431 -0.136
H -1.509 -1.756 4.112 0.073
H -2.463 6.166 0.270 0.096
S 4.337 3.963 -0.307 0.836
H 3.201 -0.230 -2.000 -0.011
Sr 0.256 0.633 -1.016 1.223
H 0.606 1.111 -6.176 0.070
H 2.369 -1.678 -4.732 0.008
C -4.347 -2.988 3.429 -0.035
C -1.078 -6.145 -3.595 -0.103
C -5.059 1.149 2.188 -0.670
H 3.913 3.650 2.324 0.093
H -6.689 1.924 3.388 0.080
H 4.196 1.144 -2.454 0.022
H 1.037 0.533 2.579 0.068
H -3.675 2.481 3.170 0.067
H -4.758 -1.990 3.604 0.072
H 3.096 -4.996 2.311 0.076
C -3.026 -4.382 1.838 -0.041
H -5.222 1.057 0.033 0.026
H -2.465 4.092 -6.387 0.077
C 4.898 2.805 4.042 -0.089
C 5.842 3.257 0.356 -0.476
H -1.701 -6.961 -3.943 0.093
O 0.861 -1.786 -2.274 0.020
H -4.842 5.643 -0.207 0.089
H 0.724 -7.315 -3.607 0.093
H 2.139 -5.454 -2.798 0.106
N 2.742 0.452 0.388 0.016
H -0.086 -1.722 3.070 0.071
H -0.659 4.764 -0.731 0.072
C 2.745 -3.133 -1.731 0.004
H -2.708 -4.746 -3.465 0.102
H 5.340 -0.174 1.106 0.087
C 6.034 2.174 4.537 -0.114
H -0.920 2.469 -7.511 0.084
H -6.538 0.149 3.391 0.080
C 3.217 -0.488 1.137 -0.259
C 1.356 -2.889 -2.240 -0.376
C -2.724 5.318 -0.353 -0.085
C -2.042 3.459 -1.689 -0.297
C 5.871 2.923 1.835 -0.289
H -4.336 -2.745 -0.015 0.065
C 0.282 -6.347 -3.408 -0.094
C 3.144 2.658 0.003 -1.164
C 1.117 -1.921 0.913 -0.414
C -4.367 3.910 -1.393 -0.089
H 0.927 1.079 4.270 0.084
H -5.388 1.136 4.318 0.079
C 2.480 -1.780 1.304 -0.114
H 2.737 -3.899 -0.949 0.085
C -1.706 4.535 -0.896 -0.006
H 4.785 -1.119 2.511 0.055
C -3.363 3.112 -1.921 -0.057
H -6.500 0.188 0.898 0.077
H -1.263 -2.877 -2.679 0.123
H -2.700 -4.492 0.800 0.082
C -4.217 2.417 2.225 -0.027
H 0.698 -5.242 1.612 0.092
H -1.330 0.772 5.532 0.080
C 7.097 1.920 3.676 -0.107
O -0.990 2.755 -2.268 -0.110
H 1.588 -0.772 -6.026 0.013
H 6.085 1.868 5.575 0.090
C -0.846 -3.855 -2.894 0.003
H -3.488 2.424 1.409 0.079
C -5.978 1.089 3.397 -0.043
O -4.226 0.003 2.288 -0.182
H 4.518 0.624 2.419 0.059
C 7.007 2.291 2.340 -0.070
C -0.974 2.702 -3.674 -0.179
H -1.904 1.957 4.340 0.075
H -3.583 -3.189 4.186 0.080
C -1.785 0.889 4.542 -0.038
C -1.799 3.456 -5.816 -0.135
C 2.427 -0.753 -5.323 -0.179
H -5.403 3.646 -1.575 0.099
C 3.670 0.270 -2.854 -0.165
H 3.608 2.884 -4.399 0.026
H -4.855 3.302 2.120 0.083
Si -2.830 -0.447 1.464 -0.167
N 0.940 1.186 -3.487 -0.154
H -0.532 -3.251 0.749 0.105
C -0.905 0.241 3.481 -0.623
C 0.508 -3.195 1.046 -0.034
H 0.053 -1.194 4.759 0.086
H -2.778 0.426 4.553 0.077
S 1.512 3.220 -0.040 0.463
H -3.700 -5.212 2.080 0.078
C 1.077 -5.298 -2.956 -0.035
H 7.988 1.419 4.040 0.090
H 4.408 -0.424 -3.283 0.033
C -4.800 -2.866 0.968 -0.049


Entry 3:
49
Properties=species:S:1:pos:R:3:mulliken_spin:R:1 method="wB97M-V/def2-TZVPD" molar_mass_g_mol=572.32 total_charge=0 homo_ha="-0.3150 / -0.3174" spin_multiplicity=2 energy_ha=-3677.1207 orbital_gap_ev="8.78 / 8.85" de_lowest_ev=0.0000 max_force_ev_per_a=4.7
F -2.161 0.386 -4.897 0.000
H 2.405 -3.706 1.058 0.000
H -3.580 -3.208 -0.993 0.000
O 0.532 -0.335 -4.492 -0.001
C 1.469 -1.990 0.705 0.001
F 2.815 1.478 -4.429 0.000
H 4.098 3.033 1.755 0.000
H -1.111 1.680 3.303 0.000
O 0.637 3.132 -1.911 0.000
F 2.960 0.606 -2.444 0.000
H 2.961 1.887 3.307 0.001
S 0.715 2.098 -2.895 0.005
H -4.773 -1.678 0.265 0.000
H 0.555 -1.172 2.292 0.003
H -1.846 -3.069 -0.934 0.000
C 2.447 1.983 1.368 0.003
V -0.200 0.644 -0.063 1.241
N 0.138 0.661 -2.135 0.014
O 1.572 1.645 0.552 0.012
H 2.063 -3.521 -0.628 0.000
C -2.086 -0.012 -3.652 0.002
H 1.423 1.083 2.898 -0.001
F -2.828 -1.123 -3.467 0.000
N 2.229 1.648 2.661 0.001
O 0.201 2.457 -4.201 0.001
N -2.760 -2.680 -0.771 0.003
O -1.883 -0.618 -0.315 0.001
H 3.763 2.745 0.040 0.000
H -2.119 0.119 5.047 0.000
F 3.288 2.721 -2.754 0.001
H -0.443 -0.200 4.754 0.000
O -0.231 -1.734 -2.645 0.002
N 1.171 -1.949 2.024 0.000
F -2.618 0.816 -2.753 0.001
S -0.210 -0.411 -3.253 0.001
C 2.554 1.668 -3.135 0.002
H -2.413 0.658 2.559 -0.001
N 2.055 -3.149 0.304 0.000
N -3.956 -1.110 0.374 0.002
O 1.181 -1.058 -0.052 -0.007
O -0.518 0.193 2.091 -0.001
C -2.792 -1.445 -0.245 0.003
H -1.581 -1.278 4.009 0.000
H -4.009 -0.223 0.843 0.000
O -1.017 2.028 -0.043 -0.292
C -1.431 0.662 3.050 0.003
N 3.530 2.665 1.013 0.000
C -1.429 -0.231 4.278 0.000
H 1.232 -2.796 2.552 0.000


Entry 4:
11
Properties=species:S:1:pos:R:3:nbo_charge:R:1 method="wB97M-V/def2-TZVPD" molar_mass_g_mol=112.50 total_charge=0 homo_ha=-0.3535 spin_multiplicity=1 energy_ha=-956.4476 smiles="C=PC.OCl" orbital_gap_ev=9.62 de_lowest_ev=5.1396 max_force_ev_per_a=3.5
Cl -1.334 -0.610 3.887 0.221
H 1.978 1.278 0.062 0.231
H -1.741 -0.181 -2.621 0.230
O -1.243 -0.365 2.222 -0.712
H 1.857 -0.351 -0.851 0.235
H 0.840 -0.123 0.508 0.185
H -0.280 -0.046 1.925 0.489
C 1.336 0.413 -0.264 -0.895
P 0.016 1.255 -1.499 0.630
C -0.811 -0.171 -1.931 -0.816
H -0.617 -1.099 -1.437 0.202